(1)
{
  "formula": "C2H2FOYb",
  "method": "ωB97M-V with the def2-TZVPD basis set",
  "species": ["C", "C", "F", "O", "H", "H", "Yb"],
  "positions_angstrom": [[0.90332, 0.49394, -0.10036], [0.57004, 1.29911, -1.24403], [2.17569, 0.02043, -0.02089], [0.14025, -0.20664, -1.13732], [1.37561, 1.53800, -1.94130], [-0.29182, 1.94742, -1.41722], [-1.33172, -0.34083, 0.73391]],
  "e_above_lowest_kcal_mol": 74.1,
  "e_homo_ha": [-0.752, -0.760],
  "gap_ha": [0.3577, 0.2999],
  "lumo_energy_ev": [-10.74, -12.53],
  "energy_ha": -1410.3687,
  "largest_force_ev_per_a": 4.28,
  "spin_multiplicity": 2,
  "total_charge": 2
}

(2)
{
  "formula": "C3H5N2O",
  "method": "ωB97M-V with the def2-TZVPD basis set",
  "species": ["C", "C", "C", "N", "N", "O", "H", "H", "H", "H", "H"],
  "positions_angstrom": [[0.03034, -0.22437, 0.70981], [0.47742, 0.82610, -2.37980], [0.49574, -1.50800, 0.93505], [-0.30729, 0.89652, 0.59234], [0.86206, -0.18148, -1.77994], [-0.04363, 1.72513, -2.80159], [1.64410, -1.62696, 0.69448], [-0.01078, -2.03147, 0.12776], [0.31322, -1.98913, 1.91462], [-0.71549, 1.74668, 0.27568], [1.19803, -1.08616, -2.20417]],
  "e_above_lowest_kcal_mol": 50.5,
  "e_homo_ha": -0.558,
  "gap_ha": 0.3930,
  "lumo_energy_ev": -4.50,
  "energy_ha": -301.7488,
  "largest_force_ev_per_a": 6.36,
  "spin_multiplicity": 1,
  "total_charge": 1
}

(3)
{
  "formula": "C3H3N3O",
  "method": "ωB97M-V with the def2-TZVPD basis set",
  "species": ["O", "C", "N", "C", "N", "C", "N", "H", "H", "H"],
  "positions_angstrom": [[-2.61700, -1.36810, -1.95888], [-1.82983, -0.53897, -1.59845], [-1.39460, -0.41090, -0.23971], [2.70524, 0.72458, 1.09340], [1.51493, 0.54769, 1.09653], [0.23688, 0.39557, 1.02418], [-0.26777, 0.14772, -0.23573], [-1.39426, 0.23403, -2.25604], [3.41148, -0.10339, 1.14779], [-0.36507, 0.37177, 1.92691]],
  "e_above_lowest_kcal_mol": 101.7,
  "e_homo_ha": [-0.329, -0.329],
  "gap_ha": [0.2870, 0.2870],
  "lumo_energy_ev": [-1.15, -1.15],
  "energy_ha": -355.4778,
  "largest_force_ev_per_a": 0.72,
  "spin_multiplicity": 1
}

(4)
{
  "formula": "C5H11NO",
  "method": "ωB97M-V with the def2-TZVPD basis set",
  "species": ["C", "C", "C", "C", "C", "H", "H", "H", "H", "H", "H", "H", "H", "H", "H", "H", "N", "O"],
  "positions_angstrom": [[-2.11059, -0.64741, -0.36549], [-1.13183, -0.46082, 0.80900], [0.05704, 1.45127, -0.29983], [1.03745, -0.68376, 0.06718], [2.53145, -0.25888, 0.11452], [-2.45632, 0.17358, -1.01924], [-3.18613, -1.29160, 0.20238], [-1.69630, -1.10012, -1.25412], [-1.01836, -1.18227, 1.30654], [-1.76039, 0.24076, 1.51785], [1.05865, 2.10529, -0.23217], [-0.70849, 2.22268, 0.09669], [-0.17142, 1.23593, -1.31603], [2.75892, 0.62756, 1.01634], [3.18940, -0.98441, 0.15023], [2.62317, 0.22059, -0.96304], [0.16351, 0.17115, 0.47840], [0.82022, -1.83955, -0.30921]],
  "e_above_lowest_kcal_mol": 110.2,
  "e_homo_ha": -0.349,
  "gap_ha": 0.3791,
  "lumo_energy_ev": 0.83,
  "energy_ha": -326.9557,
  "largest_force_ev_per_a": 15.08,
  "spin_multiplicity": 1
}

(5)
{
  "formula": "C3H4N2S2",
  "method": "ωB97M-V with the def2-TZVPD basis set",
  "species": ["H", "N", "C", "C", "C", "S", "S", "N", "H", "H", "H"],
  "positions_angstrom": [[-2.66044, -0.07439, -0.14031], [-1.93488, -0.75088, -0.21369], [-0.85036, -0.15318, -0.04020], [0.49085, -0.82006, 0.26906], [1.62269, 0.14257, 0.00180], [3.16215, -0.24351, -0.16526], [0.99613, 1.77387, 0.05248], [-0.65085, 1.23118, -0.05171], [0.55687, -1.69126, -0.31539], [0.46956, -1.11468, 1.34084], [-1.20171, 1.70034, -0.73761]],
  "e_above_lowest_kcal_mol": 29.3,
  "e_homo_ha": -0.322,
  "gap_ha": 0.3055,
  "lumo_energy_ev": -0.44,
  "energy_ha": -1022.5689,
  "largest_force_ev_per_a": 2.26,
  "spin_multiplicity": 1,
  "smiles": "[H]/N=C1/CC(=S)SN1"
}

(6)
{
  "formula": "C5H11NO",
  "method": "ωB97M-V with the def2-TZVPD basis set",
  "species": ["C", "C", "C", "C", "N", "C", "H", "H", "H", "H", "H", "H", "H", "H", "H", "O", "H", "H"],
  "positions_angstrom": [[2.56165, 0.58168, -1.29808], [1.98285, 0.38728, -0.11774], [0.67540, -0.26719, 0.06408], [0.08231, -0.21709, 1.26423], [-1.05673, -0.88404, 1.65579], [-1.98633, -1.34915, 0.64894], [3.48602, 1.13929, -1.36735], [2.13934, 0.09921, -2.16945], [2.25957, 0.95614, 0.77033], [0.35202, -1.01696, -0.65630], [0.42129, 0.50535, 1.99341], [-1.49629, -0.46008, 2.45692], [-1.50206, -2.12228, 0.04707], [-2.84576, -1.78834, 1.13736], [-2.24163, -0.54772, -0.04597], [-0.79065, 1.99797, -1.44957], [-1.71202, 1.81734, -1.65927], [-0.32897, 1.16861, -1.27441]],
  "e_above_lowest_kcal_mol": 49.1,
  "e_homo_ha": -0.287,
  "gap_ha": 0.3170,
  "lumo_energy_ev": 0.81,
  "energy_ha": -327.0531,
  "largest_force_ev_per_a": 1.81,
  "spin_multiplicity": 1,
  "smiles": "C=C/C=C/NC.O"
}

(7)
{
  "formula": "C24H30N4O2",
  "method": "ωB97M-V with the def2-TZVPD basis set",
  "species": ["C", "C", "C", "C", "C", "O", "C", "N", "C", "C", "H", "H", "C", "N", "C", "C", "C", "N", "H", "H", "N", "C", "O", "C", "H", "H", "C", "H", "H", "C", "C", "C", "C", "C", "C", "C", "H", "H", "H", "H", "H", "H", "H", "H", "C", "C", "H", "H", "H", "H", "H", "H", "H", "H", "H", "H", "H", "H", "H", "H"],
  "positions_angstrom": [[-6.81257, -1.44641, -2.05297], [-5.57492, -1.80904, -1.24819], [-4.63196, -2.69507, -1.34175], [-3.90845, -2.66492, -0.19993], [-4.43084, -1.74276, 0.36534], [-5.58177, -1.14105, -0.08442], [-4.07705, -1.00011, 1.92684], [-2.96380, 0.13752, 1.42170], [-1.73686, -0.42660, 1.01576], [-0.55386, 0.56602, 1.18319], [0.30903, 0.38105, 0.92018], [-0.61925, 1.06388, 2.11802], [-0.93848, 1.61795, 0.18328], [0.05342, 2.93217, 0.42098], [1.22686, 2.88702, -0.37001], [1.79915, 4.01654, 0.32146], [0.99817, 4.45018, 1.15305], [-0.16565, 3.82976, 1.29053], [1.17000, 5.62194, 1.60521], [2.80351, 4.45028, 0.01779], [1.59127, 1.91620, -1.22750], [2.74408, 1.94640, -1.58792], [3.72885, 2.78481, -1.52662], [2.96624, 0.66550, -2.43675], [3.63300, 1.06568, -3.71527], [2.14737, 0.26951, -2.97269], [3.77368, -0.66638, -1.83087], [4.00448, -1.15821, -2.53050], [4.64061, -0.12344, -1.37169], [2.99738, -1.02752, -0.55156], [3.71896, -1.99009, 0.01000], [4.63750, -1.83966, 0.89483], [5.41893, -2.79118, 1.64353], [5.13334, -4.27715, 1.24740], [4.16744, -4.51112, 0.31609], [3.52466, -3.22319, -0.25142], [2.76484, -3.65549, -1.20783], [4.01230, -5.45153, 0.29887], [5.69819, -4.90006, 1.75562], [6.01596, -2.46640, 2.46512], [4.93257, -0.86326, 1.45978], [2.67238, -0.09417, 0.31985], [1.88962, -1.39343, -0.92914], [0.92461, 1.04157, -1.28933], [-2.43278, 2.38687, 0.65302], [-3.19607, 1.13296, 0.65493], [-3.38131, 0.74681, -0.33595], [-4.19058, 1.41818, 1.04488], [-2.22236, 2.79596, 1.63900], [-2.76449, 3.21307, 0.12647], [-0.99643, 1.51586, -0.79934], [-1.71685, -0.79926, 0.02581], [-1.24602, -1.22241, 1.67387], [-3.53526, -1.69584, 2.56536], [-4.72010, -0.42612, 2.33266], [-3.08468, -3.14681, 0.30991], [-4.72276, -3.59166, -2.14818], [-7.88862, -1.52316, -1.54752], [-6.85060, -2.02006, -2.97048], [-6.62098, -0.43231, -2.19721]],
  "e_above_lowest_kcal_mol": 540.6,
  "e_homo_ha": -0.304,
  "gap_ha": 0.3138,
  "lumo_energy_ev": 0.26,
  "energy_ha": -1301.2386,
  "largest_force_ev_per_a": 19.15,
  "spin_multiplicity": 1
}

(8)
{
  "formula": "C3H3NO",
  "method": "ωB97M-V with the def2-TZVPD basis set",
  "species": ["O", "C", "C", "C", "N", "H", "H", "H"],
  "positions_angstrom": [[-2.03508, 0.50616, -0.26472], [-0.88323, 0.65134, 0.04428], [0.08738, -0.51578, 0.03545], [1.43214, 0.15583, -0.82985], [1.88051, -0.24208, 0.20414], [-0.46391, 1.62021, 0.37403], [-0.23638, -1.31308, -0.63164], [0.16627, -0.91723, 1.05141]],
  "e_above_lowest_kcal_mol": 64.3,
  "e_homo_ha": -0.396,
  "gap_ha": 0.4103,
  "lumo_energy_ev": 0.38,
  "energy_ha": -245.9890,
  "largest_force_ev_per_a": 0.84,
  "spin_multiplicity": 1
}